{
  "formula": "C60H61GeN7OP3Y",
  "method": "the ωB97M-V functional and the def2-TZVPD basis",
  "orbital_gap_ev": 7.14,
  "total_charge": 2,
  "max_force_ev_per_a": 0.7,
  "species": ["Y", "C", "C", "N", "C", "C", "N", "C", "C", "C", "C", "C", "N", "C", "C", "N", "C", "C", "N", "C", "C", "C", "N", "C", "C", "H", "H", "H", "H", "H", "H", "H", "H", "H", "H", "H", "H", "C", "N", "P", "C", "C", "C", "C", "C", "C", "C", "C", "C", "C", "C", "C", "P", "C", "C", "C", "C", "C", "C", "C", "C", "C", "C", "C", "C", "H", "H", "H", "H", "H", "H", "H", "H", "H", "H", "H", "H", "H", "H", "H", "H", "H", "H", "H", "H", "H", "H", "H", "O", "H", "H", "C", "Ge", "C", "C", "C", "H", "H", "H", "H", "H", "H", "H", "H", "H", "H", "H", "C", "P", "C", "C", "C", "C", "C", "C", "C", "C", "C", "C", "C", "C", "H", "H", "H", "H", "H", "H", "H", "H", "H", "H", "H", "H", "H"],
  "coordinates": [[0.512114, -0.030958, 0.428710], [-3.536472, 0.426570, -2.671768], [-2.270169, 0.162022, -2.179745], [-1.775887, 0.777168, -1.100857], [-2.545426, 1.737031, -0.585895], [-3.836003, 1.965339, -1.070274], [-4.346462, 1.304831, -2.094125], [-2.000017, 2.563958, 0.511423], [-2.557564, 3.814315, 0.735957], [-2.061160, 4.638744, 1.731328], [-1.019008, 4.126825, 2.490398], [-0.515049, 2.868710, 2.208569], [-0.958089, 2.087635, 1.209405], [0.605100, 2.351277, 3.010845], [0.832687, 2.799388, 4.307691], [1.882320, 2.421722, 5.017021], [2.725919, 1.609315, 4.404027], [2.488510, 1.118914, 3.125736], [1.404964, 1.454159, 2.420099], [-2.591097, 6.002083, 1.949591], [-3.074622, 6.758297, 0.888789], [-3.543271, 8.038403, 1.142892], [-3.569927, 8.584945, 2.352717], [-3.114861, 7.854580, 3.363259], [-2.613272, 6.569090, 3.217103], [-3.904715, -0.106201, -3.538209], [-1.642736, -0.564961, -2.668576], [-4.485787, 2.679288, -0.585215], [-3.362146, 4.165573, 0.111545], [-0.552882, 4.731803, 3.252645], [0.130659, 3.465058, 4.790323], [3.619303, 1.315026, 4.939794], [3.194196, 0.461048, 2.667933], [-3.060985, 6.390768, -0.128322], [-3.912388, 8.651775, 0.331012], [-3.152074, 8.313328, 4.342914], [-2.280568, 6.025891, 4.090852], [0.402504, -0.624717, -4.553389], [0.577812, -0.525752, -3.094365], [1.249239, 0.890112, -2.401539], [2.694097, 1.309212, -3.397883], [2.696329, 2.348788, -4.323549], [3.828395, 2.599455, -5.084213], [4.963430, 1.819766, -4.925458], [4.975987, 0.791015, -3.991042], [3.848691, 0.547208, -3.227110], [0.162470, 2.331769, -2.664389], [0.416609, 3.365472, -1.762366], [-0.277414, 4.565305, -1.830040], [-1.267707, 4.734174, -2.784594], [-1.535066, 3.712043, -3.686691], [-0.808518, 2.531922, -3.645776], [1.022402, -1.920966, -2.168165], [2.303501, -2.753008, -3.148315], [2.079401, -3.294934, -4.419694], [3.119224, -3.855745, -5.141283], [4.398934, -3.891509, -4.602850], [4.638218, -3.365311, -3.344395], [3.595108, -2.798469, -2.626762], [-0.381381, -3.090969, -2.172334], [-1.486978, -2.760419, -1.381348], [-2.551666, -3.626298, -1.205825], [-2.506930, -4.888032, -1.787343], [-1.388680, -5.267499, -2.509645], [-0.333636, -4.382095, -2.697281], [0.186481, 0.350091, -4.982102], [-0.424485, -1.298944, -4.785961], [1.313928, -0.994667, -5.028234], [1.818581, 2.970947, -4.458331], [3.822891, 3.406308, -5.803509], [5.842209, 2.018529, -5.522609], [5.863634, 0.190776, -3.851363], [3.874612, -0.236427, -2.485181], [1.191440, 3.248314, -1.007559], [-0.041525, 5.362818, -1.137331], [-1.817033, 5.662498, -2.845346], [-2.296448, 3.847442, -4.442260], [-1.028718, 1.766178, -4.373591], [1.089215, -3.277308, -4.854890], [2.932930, -4.265614, -6.123884], [5.208208, -4.333780, -5.167280], [5.632423, -3.395526, -2.920844], [3.789084, -2.388227, -1.646533], [-1.518315, -1.808462, -0.852826], [-3.400160, -3.326071, -0.605377], [-3.331043, -5.575786, -1.658598], [-1.330991, -6.257951, -2.937206], [0.528709, -4.717384, -3.251710], [0.592167, -2.478456, 0.884660], [-0.077293, -3.166147, 1.017455], [1.460696, -2.887894, 1.004573], [2.657396, -2.043508, 3.292483], [3.692628, -1.756226, 1.624529], [3.748721, -3.519940, 0.757732], [5.499630, -1.296583, 2.177971], [2.861252, -0.380733, 0.501639], [2.470463, -3.104007, 3.462816], [1.684732, -1.547863, 3.276077], [3.208938, -1.668970, 4.155421], [3.703522, -4.298890, 1.517637], [4.694206, -3.635704, 0.229256], [2.964142, -3.710970, 0.023035], [5.932499, -2.087506, 2.788502], [5.510622, -0.376838, 2.764560], [6.134770, -1.143487, 1.306082], [3.160989, -0.634214, -0.521499], [3.374475, 0.565971, 0.701276], [-1.021603, -0.265839, 4.317752], [-1.421742, -1.109656, 2.746812], [-3.224362, -0.922409, 2.619689], [-3.802697, -0.573284, 1.405819], [-5.182439, -0.468062, 1.279611], [-5.990441, -0.712003, 2.377140], [-5.423510, -1.076950, 3.594112], [-4.050564, -1.190054, 3.713856], [-1.278718, -2.877960, 3.160730], [-0.497481, -3.335428, 4.215978], [-0.350502, -4.699128, 4.440998], [-0.973496, -5.615419, 3.609275], [-1.764675, -5.167222, 2.557860], [-1.923835, -3.808380, 2.341728], [0.052109, -0.251827, 4.503882], [-1.516525, -0.743332, 5.163835], [-1.384254, 0.760462, 4.245402], [-3.169844, -0.416147, 0.539654], [-5.623348, -0.208134, 0.326429], [-7.064557, -0.632365, 2.287317], [-6.056079, -1.283920, 4.445550], [-3.624122, -1.505404, 4.657042], [0.008037, -2.641665, 4.873216], [0.252439, -5.041816, 5.270533], [-0.856296, -6.674915, 3.785886], [-2.270364, -5.877225, 1.918727], [-2.568825, -3.470982, 1.537540]],
  "forces_ev_per_angstrom": [[0.30, -0.27, 0.11], [-0.02, -0.03, -0.02], [-0.07, -0.09, 0.09], [0.04, -0.22, -0.17], [0.07, 0.08, 0.05], [0.05, 0.04, 0.06], [0.06, -0.04, -0.03], [-0.04, 0.02, -0.10], [0.01, -0.06, -0.03], [-0.01, 0.06, 0.04], [0.02, 0.00, -0.03], [-0.04, -0.08, 0.05], [-0.05, 0.06, -0.08], [-0.02, 0.02, -0.21], [-0.09, 0.05, -0.07], [0.01, 0.01, 0.05], [0.16, -0.13, -0.06], [-0.17, 0.18, 0.08], [0.13, -0.08, 0.40], [0.03, -0.09, -0.01], [0.03, 0.08, 0.00], [-0.02, -0.01, -0.06], [0.00, 0.00, -0.01], [0.02, -0.03, 0.07], [-0.03, 0.05, 0.01], [-0.04, -0.01, -0.04], [-0.03, 0.01, 0.05], [-0.05, 0.01, 0.00], [-0.03, 0.02, -0.03], [-0.01, 0.03, 0.02], [-0.02, 0.02, 0.04], [0.01, -0.01, 0.01], [0.12, -0.14, -0.06], [0.00, -0.05, -0.02], [-0.02, 0.03, -0.03], [0.00, 0.03, 0.04], [0.01, -0.03, 0.01], [0.12, 0.02, -0.01], [0.07, -0.07, -0.44], [-0.41, 0.04, 0.56], [0.09, 0.07, 0.01], [-0.09, 0.08, -0.10], [0.00, 0.01, -0.03], [0.02, -0.05, 0.04], [-0.06, 0.09, -0.07], [0.09, -0.02, 0.04], [0.07, 0.14, -0.29], [0.06, 0.03, 0.02], [0.00, -0.02, 0.03], [0.01, -0.04, -0.01], [0.00, 0.04, 0.01], [-0.02, -0.08, 0.15], [-0.12, 0.32, 0.19], [0.08, -0.07, -0.06], [0.03, 0.06, -0.03], [-0.02, 0.02, 0.04], [0.05, -0.02, -0.03], [-0.06, 0.01, 0.00], [-0.02, -0.04, 0.00], [-0.03, -0.12, 0.03], [-0.03, 0.12, 0.11], [0.09, -0.04, -0.09], [-0.04, 0.01, 0.02], [0.00, 0.04, 0.00], [-0.07, 0.02, -0.09], [0.00, 0.01, 0.01], [0.01, -0.03, 0.01], [-0.08, 0.05, -0.03], [0.06, -0.05, 0.01], [0.00, 0.02, -0.02], [0.03, 0.01, -0.02], [0.04, -0.03, 0.00], [-0.01, -0.04, 0.02], [-0.01, -0.03, -0.02], [0.00, 0.02, 0.01], [-0.03, 0.07, 0.00], [-0.03, -0.01, -0.04], [-0.02, -0.04, -0.04], [-0.01, -0.03, -0.01], [-0.01, -0.02, -0.03], [0.02, -0.01, -0.02], [0.03, -0.01, 0.02], [0.00, 0.03, 0.06], [0.00, -0.06, -0.07], [-0.06, 0.01, 0.00], [-0.02, -0.02, 0.01], [0.00, -0.05, -0.01], [0.03, -0.01, 0.00], [0.11, 0.31, -0.04], [0.00, 0.04, 0.13], [-0.04, -0.07, -0.12], [-0.07, 0.03, 0.05], [-0.05, -0.01, 0.17], [-0.04, -0.05, -0.09], [0.11, 0.07, -0.05], [-0.02, -0.19, -0.12], [0.03, -0.05, 0.00], [-0.04, 0.02, 0.00], [0.02, 0.01, 0.04], [0.01, -0.03, 0.05], [0.04, 0.00, -0.04], [-0.05, -0.04, -0.02], [0.01, -0.05, 0.02], [0.00, 0.03, 0.01], [0.05, 0.01, 0.00], [-0.03, -0.02, 0.04], [0.04, 0.07, -0.05], [-0.16, 0.00, 0.10], [-0.01, 0.22, -0.14], [-0.05, -0.01, 0.11], [0.06, -0.10, -0.11], [0.01, -0.01, 0.01], [-0.01, -0.01, 0.04], [-0.02, 0.01, -0.04], [0.01, 0.05, -0.04], [0.02, 0.00, 0.06], [0.04, -0.04, 0.00], [-0.01, 0.03, -0.02], [-0.02, 0.01, -0.02], [0.03, -0.02, 0.05], [0.01, 0.03, -0.06], [0.03, -0.01, -0.03], [0.02, 0.01, 0.00], [0.03, -0.01, 0.00], [-0.05, -0.01, 0.08], [-0.01, 0.02, -0.03], [-0.04, 0.01, -0.01], [-0.03, -0.01, 0.02], [0.02, 0.00, 0.04], [0.01, 0.04, 0.01], [0.01, -0.01, 0.02], [0.00, -0.04, 0.00], [-0.03, -0.03, -0.03], [0.01, 0.02, 0.04]]
}